Entry 1:
67
Properties=species:S:1:pos:R:3 method="wB97M-V/def2-TZVPD" smiles="Cc1nn(C)c(C)c1CN(C(=O)[C@H]1CCC(=O)N(C2CCCCCC2)C1)C(C)C" energy_ev=-34524.69112 gap_ev=9.32 e_lumo_ev=0.491 relative_energy_kj_mol=0.0 e_homo_ev=-8.8
O 1.102 -1.813 -0.288
O -2.420 -2.641 -3.316
N 3.976 3.820 1.346
N -1.923 -1.005 -1.832
N 4.438 3.129 0.305
N 1.230 0.265 0.561
C 3.116 -0.941 1.636
C 2.738 3.409 1.554
C 0.942 -0.613 -0.426
C 2.386 2.421 0.610
C 0.372 -0.056 -1.741
C -2.250 -1.861 0.442
C 3.794 1.386 -1.345
C -3.112 -2.775 1.307
C 1.072 1.708 0.506
C -4.006 -0.393 -0.661
C -5.403 -0.978 -0.432
C -1.148 0.183 -1.582
C -2.921 -1.456 -0.874
C 0.775 -1.112 2.565
C 0.633 -1.041 -2.888
C -1.744 -1.686 -2.988
C 5.772 3.353 -0.169
C -4.492 -2.213 1.648
C 1.906 3.976 2.649
C -5.452 -2.225 0.456
C 3.516 2.265 -0.179
C 1.781 -0.225 1.834
C -0.582 -1.160 -3.806
H 1.170 -1.386 3.540
H 0.844 0.899 -1.979
H 4.833 1.061 -1.341
H -2.569 -2.967 2.236
H 3.514 -1.237 2.603
H -0.838 -0.189 -4.238
H 1.574 3.193 3.330
H -1.317 -2.378 0.210
H 1.025 4.473 2.243
H -1.998 -0.964 1.014
H 0.590 -2.015 1.992
H -4.917 -2.835 2.439
H -1.373 0.533 -0.575
H 2.979 -1.826 1.024
H -5.842 -1.236 -1.397
H 5.767 3.641 -1.221
H -3.360 -2.340 -1.347
H -6.025 -0.195 0.010
H -5.241 -3.110 -0.146
H -4.052 0.251 -1.543
H -6.477 -2.328 0.821
H 6.386 2.457 -0.047
H 3.831 -0.278 1.154
H -4.400 -1.201 2.048
H 2.496 4.700 3.203
H 1.965 0.669 2.440
H 0.841 -2.024 -2.458
H -0.165 -0.584 2.708
H 0.440 2.018 1.347
H 1.509 -0.731 -3.461
H 3.157 0.506 -1.317
H 3.611 1.918 -2.280
H 0.559 2.002 -0.409
H 6.195 4.159 0.427
H -0.388 -1.858 -4.619
H -3.239 -3.733 0.799
H -1.449 0.973 -2.285
H -3.732 0.239 0.187

***

Entry 2:
73
Properties=species:S:1:pos:R:3 method="wB97M-V/def2-TZVPD" energy_ev=-67619.21037 gap_ev=5.42 total_charge=+2 e_lumo_ev=-7.135 relative_energy_kj_mol=0.0 e_homo_ev=-12.6
I -2.150 5.214 0.602
I -1.756 4.290 3.059
Cd -0.676 1.452 2.575
S -0.656 1.312 -0.786
O 2.842 -0.258 -1.467
O -1.444 1.683 0.483
N 1.596 1.423 2.359
N -2.417 0.010 2.697
N 3.680 -2.318 -1.033
N 4.074 -0.571 0.439
N -0.300 1.405 4.899
C 2.436 2.255 2.987
C 2.824 -2.966 -4.587
C -1.491 -0.174 -1.448
C -1.091 0.516 5.792
C -1.220 2.496 -2.045
C -0.286 2.484 -3.256
C 4.357 1.256 1.993
C -0.991 2.971 -4.520
C -2.577 0.891 5.815
C -3.628 0.376 3.488
C 3.522 0.411 1.264
C 1.863 -4.683 -3.231
C 2.067 -4.133 -4.493
C 3.157 -2.937 -2.212
C -3.824 -0.154 -2.485
C 3.368 -2.370 -3.462
C 2.398 -4.091 -2.096
C 3.803 2.188 2.841
C 3.480 -1.014 -0.772
C -3.000 -0.234 -1.199
C 1.498 -4.772 -5.727
C 2.128 0.514 1.506
C -3.518 0.027 4.966
H -1.445 3.951 -4.374
H -2.681 0.037 1.713
H 0.685 1.191 5.035
H -3.530 -0.944 -3.177
H 1.071 -5.748 -5.509
H -4.488 -0.161 3.082
H 4.436 2.852 3.411
H -1.255 -0.172 -2.514
H -0.423 2.353 5.248
H 1.991 2.974 3.663
H -3.813 1.445 3.371
H -0.275 3.060 -5.337
H 3.006 -2.526 -5.560
H -0.696 0.588 6.806
H -1.767 2.272 -4.838
H 1.453 -0.208 1.067
H -3.716 0.806 -2.989
H -3.251 -1.029 5.069
H 1.282 -5.592 -3.136
H 5.077 -0.672 0.477
H 0.572 3.124 -3.052
H -1.222 3.465 -1.549
H 0.720 -4.142 -6.164
H -2.687 1.940 5.518
H -4.522 0.140 5.377
H -2.246 2.238 -2.310
H -3.290 0.576 -0.522
H -2.915 0.807 6.847
H -2.193 -0.959 2.903
H -0.951 -0.515 5.463
H 4.102 -2.905 -0.332
H -4.882 -0.283 -2.256
H -3.247 -1.173 -0.701
H -0.970 -1.021 -1.000
H 3.970 -1.476 -3.552
H 0.097 1.475 -3.418
H 2.268 -4.898 -6.488
H 5.432 1.167 1.903
H 2.234 -4.539 -1.123

***

Entry 3:
71
Properties=species:S:1:pos:R:3 method="wB97M-V/def2-TZVPD" energy_ev=-70490.71620 gap_ev=7.61 e_lumo_ev=-0.550 e_homo_ev=-8.2
Au -0.145 -0.033 0.109
Cl -4.509 4.890 3.430
Si -1.506 -2.469 -1.355
Si 0.992 -2.651 0.515
Si -1.887 -2.452 1.836
O 1.609 -1.097 0.094
O -1.969 0.697 0.210
O 0.351 1.086 2.332
C -3.205 -1.749 -1.667
C -2.430 3.270 2.819
C 1.869 4.141 -0.714
C -0.414 1.974 2.634
C -3.684 -1.981 1.575
C 1.709 -3.879 -0.691
C 3.395 3.984 -0.732
C 1.704 -3.109 2.174
C -1.867 -4.309 2.174
C 2.914 -0.518 0.202
C 1.391 4.697 -2.061
C -1.347 -1.580 3.413
C -0.776 -2.123 0.356
C -1.662 -4.323 -1.648
C -2.410 1.643 1.016
C 1.464 5.100 0.414
C -0.405 -1.738 -2.702
C -3.722 2.073 0.714
C -1.756 2.261 2.105
C 0.731 1.751 -0.285
C -4.363 3.044 1.440
C 1.243 2.829 -0.473
C -3.707 3.653 2.508
H -2.531 -4.548 3.008
H -2.073 -4.498 -2.646
H 3.751 3.578 0.216
H 1.408 -3.714 -1.723
H 1.676 4.031 -2.876
H -3.397 -1.807 -2.742
H 0.661 -1.912 -2.552
H -4.155 -1.862 2.555
H -4.236 -2.752 1.035
H 1.923 6.079 0.256
H -2.213 -4.873 1.305
H 2.960 0.106 1.092
H 3.642 -1.326 0.266
H -2.349 -4.777 -0.931
H 2.790 -3.203 2.085
H -1.918 3.745 3.646
H -0.549 -0.657 -2.776
H -3.797 -1.041 1.036
H -0.872 -4.676 2.433
H 3.703 3.311 -1.533
H -0.681 -2.169 -3.669
H -0.711 -4.852 -1.583
H -3.997 -2.297 -1.158
H 0.381 5.224 0.441
H 3.870 4.954 -0.893
H -0.301 -1.284 3.435
H 1.492 -2.383 2.957
H -4.209 1.606 -0.131
H 1.326 -4.079 2.500
H -0.107 2.695 3.417
H 2.801 -3.843 -0.645
H 1.788 4.715 1.381
H -1.939 -0.674 3.558
H 1.837 5.678 -2.239
H -5.369 3.346 1.181
H -1.538 -2.239 4.264
H -3.258 -0.702 -1.369
H 3.094 0.092 -0.679
H 0.306 4.801 -2.070
H 1.410 -4.891 -0.406

***

Entry 4:
75
Properties=species:S:1:pos:R:3 method="wB97M-V/def2-TZVPD" energy_ev=-64623.83719 gap_ev="6.32 / 6.33" total_charge=+2 e_lumo_ev="-7.484 / -7.450" e_homo_ev="-13.8 / -13.8"
W -0.379 -0.052 0.592
Si 2.413 -1.371 -1.290
Si 2.179 1.717 -0.851
Si 2.309 -0.221 1.703
F -0.986 -0.498 3.751
F -1.375 1.395 2.658
O -6.930 -0.371 -1.887
O -0.998 -2.630 1.035
N -0.447 2.107 0.002
N -2.343 -0.007 0.017
N -7.424 0.160 0.257
C -1.132 -2.486 -1.383
C -6.583 -0.084 -0.767
C 0.671 2.771 -0.320
C 1.777 1.325 2.738
C 0.690 4.156 -0.425
C 3.745 2.550 -0.173
C 4.253 -1.026 -1.633
C -1.561 -3.954 0.977
C -4.212 0.314 -1.447
C 2.097 1.908 -2.746
C -5.110 -0.028 -0.434
C 2.275 -3.093 -0.483
C 1.686 0.016 -0.137
C -4.578 -0.424 0.794
C 1.507 -1.321 -2.977
C 1.666 -1.785 2.635
C -0.465 4.888 -0.225
C -2.858 0.336 -1.184
C -1.622 4.193 0.100
C -3.210 -0.421 0.967
C -0.730 -1.930 -0.067
C 4.202 -0.392 1.869
C -1.569 2.819 0.211
B -0.730 0.215 2.678
H -1.570 -4.332 1.996
H 2.234 -3.865 -1.244
H 2.192 -2.673 2.303
H -0.487 -3.322 -1.654
H -5.217 -0.768 1.594
H 0.599 -1.998 2.572
H 2.945 1.428 -3.221
H -0.476 5.962 -0.316
H 0.993 1.070 3.459
H 2.610 1.671 3.346
H 1.616 4.649 -0.673
H 4.638 -1.776 -2.318
H 1.158 -2.306 -3.266
H -4.601 0.555 -2.424
H 4.481 -0.298 2.915
H -2.782 -0.798 1.895
H 3.909 3.499 -0.675
H -2.555 4.706 0.272
H -2.134 0.645 -1.937
H 0.660 -0.642 -2.988
H 2.136 2.962 -3.011
H 3.151 -3.305 0.121
H -1.047 -1.730 -2.162
H -2.480 2.291 0.464
H -2.160 -2.863 -1.360
H 4.624 1.945 -0.366
H 1.432 2.173 2.147
H 4.407 -0.060 -2.098
H 2.192 -1.005 -3.757
H 1.405 -3.198 0.155
H 4.533 -1.371 1.545
H -8.415 0.131 0.066
H -0.941 -4.601 0.355
H 4.868 -1.067 -0.743
H -2.581 -3.933 0.590
H -7.141 0.526 1.149
H 3.700 2.744 0.894
H 1.194 1.499 -3.189
H 4.773 0.346 1.319
H 1.909 -1.664 3.690